Formula: CH33O19
Source: the Open Molecules 2025 dataset
Level of theory: ωB97M-V/def2-TZVPD

Cartesian coordinates (Å):
1 C -0.23 0.22 0.69
2 O 0.15 -0.46 1.66
3 O -0.04 -0.24 -0.58
4 O -0.75 1.37 0.87
5 H 0.43 -1.06 -0.67
6 O 0.40 2.17 -2.00
7 H 0.65 2.83 -1.39
8 H 0.17 1.41 -1.40
9 O -0.12 -1.69 -4.13
10 H 0.55 -2.02 -3.51
11 H -0.71 -1.13 -3.56
12 O -2.93 0.58 2.11
13 H -3.35 0.13 1.40
14 H -2.03 0.92 1.86
15 O 1.67 -2.17 -1.68
16 H 1.21 -3.01 -1.76
17 H 2.55 -2.46 -1.42
18 O 2.27 -2.11 1.30
19 H 1.48 -1.53 1.53
20 H 2.74 -1.61 0.59
21 O 2.89 0.66 2.70
22 H 3.06 1.12 3.54
23 H 2.43 1.36 2.24
24 O 3.65 -0.38 -0.29
25 H 3.09 -0.27 -1.05
26 H 4.23 -1.11 -0.55
27 O 2.45 0.49 -2.59
28 H 3.24 0.96 -2.75
29 H 1.82 1.15 -2.33
30 O -3.10 1.92 -0.74
31 H -2.28 1.51 -0.51
32 H -2.83 2.66 -1.27
33 O -2.24 -0.45 -2.94
34 H -2.17 0.39 -3.35
35 H -2.62 -0.36 -2.03
36 O -0.63 -2.91 2.19
37 H -1.58 -2.91 2.46
38 H -0.41 -1.97 2.17
39 O -0.44 0.53 3.99
40 H -0.09 0.31 3.14
41 H 0.33 0.29 4.51
42 O -1.03 -2.81 -0.44
43 H -0.96 -2.83 0.54
44 H -1.12 -3.75 -0.64
45 O 1.32 2.85 1.81
46 H 1.02 3.73 2.13
47 H 0.57 2.39 1.52
48 O -3.10 -1.03 -0.27
49 H -2.26 -1.43 -0.47
50 H -3.78 -1.65 -0.50
51 O -1.12 4.10 0.16
52 H -1.52 4.06 -0.72
53 H -0.93 3.22 0.44

Values from the calculation:
charge = -1
max |F| = 3.5 eV Å⁻¹
gap between HOMO and LUMO = 9.36 eV
ΔE to the lowest compared entry with this formula, charge and spin = 0.024 eV
HOMO level = -6.94 eV